Entry 1:
ORCA calculation (ωB97M-V/def2-TZVPD) on C25H24IN9O3S2Y as an isolated structure.

CARTESIAN COORDINATES (ANGSTROEM)
Y (0.08100, 0.12207, 0.52796)
N (-2.14695, 4.14432, 0.45244)
C (-1.22763, 3.17380, 0.60730)
S (-1.71707, 1.84761, 1.63781)
N (-0.08651, 3.39250, -0.00784)
N (0.79516, 2.35348, 0.02784)
C (2.05370, 2.61744, -0.06288)
C (2.61425, 3.98916, -0.07648)
C (3.44902, 4.39211, 0.96257)
C (3.96599, 5.67811, 0.98268)
C (3.66459, 6.56061, -0.04427)
C (2.83752, 6.15976, -1.08396)
C (2.30316, 4.88166, -1.09716)
C (2.99382, 1.46541, -0.08784)
C (4.33785, 1.64455, -0.38147)
C (5.18028, 0.54123, -0.39035)
C (4.66415, -0.70988, -0.11033)
C (3.30837, -0.82306, 0.15234)
N (2.49449, 0.23442, 0.15839)
H (-3.03000, 4.09305, 0.92391)
H (-1.91732, 4.94359, -0.11310)
H (3.69283, 3.70240, 1.76280)
H (4.60416, 5.98863, 1.79894)
H (4.07241, 7.56236, -0.03368)
H (2.60023, 6.84860, -1.88346)
H (1.63780, 4.57434, -1.89208)
H (4.71624, 2.63050, -0.60354)
H (6.22976, 0.66638, -0.62056)
H (5.28585, -1.59322, -0.10793)
H (2.83923, -1.78410, 0.33851)
N (-4.31415, -3.83360, -5.62035)
C (-3.71430, -3.30775, -4.51721)
C (-2.68696, -2.35820, -4.64956)
C (-2.10177, -1.80576, -3.53393)
C (-2.52730, -2.18737, -2.26631)
C (-3.53721, -3.13048, -2.11567)
C (-4.12688, -3.68425, -3.22912)
S (-1.79355, -1.48218, -0.86182)
O (-2.63510, -1.72667, 0.28777)
O (-1.53575, -0.04155, -1.14343)
N (-0.28121, -1.93557, -0.60143)
C (-0.01120, -3.22779, -0.20497)
N (1.22779, -3.42533, 0.26980)
C (1.52067, -4.66785, 0.63354)
C (0.61816, -5.71364, 0.53065)
C (-0.63290, -5.38958, 0.03847)
N (-0.96045, -4.15549, -0.32834)
H (-3.93862, -3.65807, -6.53361)
H (-4.96328, -4.59284, -5.53046)
H (-2.36426, -2.05383, -5.63682)
H (-1.32047, -1.06523, -3.64621)
H (-3.84924, -3.42282, -1.12348)
H (-4.91898, -4.41303, -3.11377)
H (2.52198, -4.83412, 1.01656)
H (0.87614, -6.72091, 0.81929)
H (-1.40256, -6.14491, -0.07550)
N (-2.02365, -1.04398, 3.50064)
C (-0.73920, -0.75307, 3.38447)
O (-0.08637, -1.16509, 2.40312)
C (-0.08145, 0.04072, 4.48332)
I (1.53026, 1.22505, 3.77331)
H (-2.46772, -1.52778, 2.72599)
H (-2.59000, -0.67538, 4.24574)
H (0.33941, -0.65882, 5.20474)
H (-0.78756, 0.69507, 4.98586)

Properties
**Molecular weight**: 778.471 g mol⁻¹
**DFT total energy**: -76682.704 eV
**HOMO**: -10.29 eV
**Net charge**: +1
**HOMO-LUMO gap**: 7.20 eV
**2S+1**: 1

Entry 2:
ORCA calculation (ωB97M-V/def2-TZVPD) on C25H24MnN4O2S2 as an isolated structure.

CARTESIAN COORDINATES (ANGSTROEM)
Mn (0.14654, -0.01006, -0.61582)
O (3.47584, -1.68003, 0.45825)
S (3.09064, -0.95645, -0.74322)
O (4.15240, -0.44561, -1.55228)
N (2.02210, 0.20357, -0.33623)
C (2.47566, 1.46277, 0.09212)
C (3.75116, 1.81723, 0.46182)
C (4.02469, 3.13645, 0.87574)
C (3.05008, 4.09208, 0.91823)
C (1.73000, 3.75997, 0.53985)
C (0.65607, 4.67526, 0.52157)
C (-0.58648, 4.25786, 0.12840)
C (-0.78358, 2.92145, -0.23763)
N (0.19294, 2.03456, -0.22470)
C (1.45125, 2.43951, 0.14416)
C (2.07104, -2.03804, -1.71462)
C (0.97732, -1.58931, -2.45160)
C (0.25569, -2.48628, -3.22646)
C (0.64244, -3.81586, -3.27656)
C (1.74423, -4.25348, -2.55303)
C (2.45699, -3.36721, -1.75926)
H (4.54831, 1.08866, 0.41680)
H (5.03662, 3.38950, 1.16167)
H (3.27654, 5.10239, 1.23176)
H (0.82487, 5.70432, 0.81343)
H (-1.42533, 4.93762, 0.09386)
H (-1.75547, 2.55589, -0.53991)
H (0.75366, -0.52507, -2.57175)
H (-0.59713, -2.14162, -3.79502)
H (0.08560, -4.51204, -3.88858)
H (2.05232, -5.28860, -2.60596)
H (3.30330, -3.69475, -1.17057)
C (-4.77006, 1.49398, -0.10556)
C (-4.39903, 0.22811, -0.89401)
C (-5.00511, 0.29750, -2.30123)
C (-4.92041, -1.01701, -0.15863)
C (-2.93612, 0.13485, -0.96796)
C (-1.72350, 0.04702, -0.98911)
H (-5.85190, 1.53796, 0.02590)
H (-4.45648, 2.39060, -0.64357)
H (-4.30065, 1.49140, 0.87895)
H (-6.09154, 0.35302, -2.22140)
H (-4.74679, -0.58857, -2.88097)
H (-4.65248, 1.17890, -2.83743)
H (-6.00850, -0.97505, -0.09151)
H (-4.50733, -1.07340, 0.84868)
H (-4.63972, -1.92319, -0.69534)
S (-0.26048, -1.86306, 0.89720)
C (0.57365, -1.79255, 2.39121)
N (1.93108, -1.71860, 2.41347)
C (2.62969, -1.78597, 3.55696)
C (1.96787, -1.92315, 4.74230)
C (0.57017, -1.96089, 4.66859)
N (-0.10454, -1.89258, 3.53464)
H (2.43126, -1.64695, 1.51319)
H (3.70629, -1.73285, 3.47271)
H (2.49433, -1.99338, 5.68063)
H (-0.03003, -2.04086, 5.56784)

Properties
**Molecular weight**: 531.565 g mol⁻¹
**DFT total energy**: -89353.984 eV
**Energy above the lowest of the compared OMol25 structures with the same formula, charge and spin**: 0.0 kcal/mol
**HOMO (spin up / spin down)**: -11.17 / -11.36 eV
**Net charge**: +1
**HOMO-LUMO gap (spin up / spin down)**: 6.80 / 7.80 eV
**2S+1**: 5

Entry 3:
ORCA calculation (ωB97M-V/def2-TZVPD) on C25H24MoN3O11S2 as an isolated structure.

CARTESIAN COORDINATES (ANGSTROEM)
Mo (-0.22583, -0.28067, 0.21677)
C (-1.78156, 0.16496, -3.64687)
O (-0.62051, -0.20088, -4.40395)
C (0.60908, -0.10907, -3.88681)
C (1.65853, -0.08173, -4.82439)
C (2.97366, 0.03396, -4.44417)
C (3.30690, 0.14590, -3.09451)
C (2.30400, 0.08112, -2.14270)
C (2.65349, 0.31329, -0.75836)
N (1.83998, 0.30121, 0.22965)
N (2.34012, 0.71221, 1.45585)
C (1.45863, 0.53925, 2.36448)
O (0.27832, -0.03463, 2.00573)
C (1.60182, 0.91808, 3.76399)
C (2.86634, 1.23860, 4.25952)
C (2.99500, 1.63499, 5.57703)
C (1.87036, 1.71638, 6.39078)
C (0.61490, 1.39479, 5.89537)
C (0.47390, 0.98874, 4.57828)
C (0.96812, -0.07774, -2.54283)
O (0.02013, -0.23245, -1.57732)
H (-2.57658, 0.26000, -4.38012)
H (-1.63495, 1.11927, -3.14150)
H (-2.03833, -0.61566, -2.93179)
H (1.37866, -0.14125, -5.86779)
H (3.74834, 0.06392, -5.19702)
H (4.33326, 0.29052, -2.78603)
H (3.68087, 0.57371, -0.52506)
H (3.73028, 1.17376, 3.61260)
H (3.97058, 1.88332, 5.97166)
H (1.97588, 2.03594, 7.41905)
H (-0.25629, 1.46559, 6.53159)
H (-0.50278, 0.74945, 4.18042)
O (-1.99085, 2.58750, 1.49619)
S (-1.60976, 2.10807, 0.22035)
O (-2.08182, 2.71157, -0.97118)
O (-1.95968, 0.51637, 0.16987)
O (-0.09803, 1.78774, 0.15452)
C (-6.37280, -3.75145, -2.99484)
C (-5.40622, -3.48402, -1.87877)
C (-4.62263, -2.33637, -1.86646)
C (-3.74383, -2.07873, -0.82456)
C (-3.64465, -2.98977, 0.21270)
C (-4.42432, -4.14570, 0.23026)
C (-5.29318, -4.38217, -0.81405)
S (-2.62647, -2.68762, 1.59933)
O (-3.38778, -2.40939, 2.76932)
O (-1.62743, -1.69350, 1.19074)
N (-1.83741, -4.07496, 1.85242)
C (-0.64650, -4.41410, 1.06849)
C (0.66924, -3.88972, 1.65317)
C (1.36657, -2.73866, 0.96186)
O (2.51990, -2.47219, 1.11551)
O (0.58415, -2.02230, 0.09569)
H (-6.23241, -3.05410, -3.81834)
H (-7.39917, -3.65093, -2.63822)
H (-6.25798, -4.76545, -3.37756)
H (-4.70674, -1.62610, -2.67936)
H (-3.17727, -1.16043, -0.80962)
H (-4.34583, -4.85034, 1.04715)
H (-5.89833, -5.28001, -0.80937)
H (-1.86384, -4.33744, 2.83043)
H (-0.80754, -4.04892, 0.05403)
H (-0.61405, -5.50016, 1.00344)
H (1.40963, -4.68496, 1.73651)
H (0.50357, -3.53478, 2.67534)

Properties
**Molecular weight**: 702.551 g mol⁻¹
**DFT total energy**: -76827.503 eV
**Energy above the lowest of the compared OMol25 structures with the same formula, charge and spin**: 0.0 kcal/mol
**HOMO**: -11.67 eV
**Net charge**: +1
**HOMO-LUMO gap**: 6.02 eV
**2S+1**: 1

Entry 4:
ORCA calculation (ωB97M-V/def2-TZVPD) on an isolated ion of composition C25H24N3 and charge +1.

CARTESIAN COORDINATES (ANGSTROEM)
C (-5.77644, -0.19917, 0.48012)
N (-4.68461, -0.07143, 1.41055)
C (-5.08836, 0.06491, 2.79376)
C (-3.35772, -0.13559, 1.01981)
C (-2.86274, 0.70906, -0.00733)
C (-1.49736, 0.77962, -0.25380)
C (-0.61330, -0.12403, 0.34855)
C (0.83998, -0.11498, -0.04908)
C (1.70930, -1.31492, 0.34060)
C (2.96547, -0.83955, 0.77818)
C (3.94116, -1.69560, 1.27848)
C (3.70822, -3.07132, 1.23765)
C (2.44914, -3.55448, 0.85835)
C (1.42721, -2.67062, 0.43732)
C (2.91797, 0.61471, 0.86997)
C (1.63116, 1.05613, 0.50125)
C (1.22817, 2.35493, 0.76266)
C (2.21405, 3.28067, 1.15235)
C (3.52571, 2.85962, 1.42689)
C (3.85408, 1.50250, 1.38696)
C (-1.09673, -0.99853, 1.32518)
C (-2.44431, -1.00025, 1.66776)
H (-5.39733, -0.06197, -0.53222)
H (-6.24313, -1.19125, 0.56954)
H (-6.54716, 0.54244, 0.71408)
H (-4.33731, 0.60696, 3.38989)
H (-6.02801, 0.63650, 2.79202)
H (-5.28007, -0.91412, 3.26222)
H (-3.55250, 1.37667, -0.52822)
H (-1.12468, 1.55286, -0.93465)
H (4.84873, -1.26275, 1.69886)
H (4.50040, -3.75704, 1.53662)
H (2.23298, -4.62716, 0.90698)
H (0.40880, -3.03570, 0.25123)
H (0.16332, 2.60201, 0.65960)
H (1.94005, 4.33569, 1.20410)
H (4.29571, 3.58494, 1.68626)
H (4.82218, 1.10404, 1.69410)
H (-0.37733, -1.68114, 1.79227)
H (-2.80872, -1.71418, 2.41180)
C (1.63945, 1.23714, -4.90066)
C (1.27922, 0.62813, -3.60682)
C (1.47990, 0.97599, -2.31152)
N (0.89182, -0.01450, -1.52397)
C (0.34908, -0.93855, -2.32382)
N (0.56781, -0.55261, -3.57742)
H (2.19736, 2.17422, -4.80466)
H (2.24633, 0.54260, -5.50049)
H (0.72732, 1.44107, -5.47955)
H (1.99741, 1.83324, -1.91394)
H (-0.14843, -1.83542, -1.97887)
H (0.26673, -1.01979, -4.41892)

Properties
**SMILES string**: Cc1cn(C2(c3ccc(N(C)C)cc3)c3ccccc3-c3ccccc32)c[nH+]1
**Molecular weight**: 366.488 g mol⁻¹
**DFT total energy**: -30779.233 eV
**Energy above the lowest of the compared OMol25 structures with the same formula, charge and spin**: 8.6 kcal/mol
**HOMO**: -10.09 eV
**Net charge**: +1
**HOMO-LUMO gap**: 7.68 eV
**2S+1**: 1